Entry from the OMol25 dataset: C30H27N5O2STi as an isolated structure (wB97M-V/def2-TZVPD).

The HOMO energy comes out at 0.78 eV. For the total energy, the calculation gives -2831.467018 Ha. The frontier orbital gap comes out at 3.76 eV. The strongest force on any atom comes out at 0.0098 hartree/bohr. For the relative energy (zero: lowest compared OMol25 entry of this formula, charge and spin), the calculation gives 0.0 kcal/mol.

```
! RIJCOSX wB97M-V def2-TZVPD def2/J DEFGRID3
* xyz -2 1
Ti -0.546 -0.599 -0.005
C -0.956 -1.447 4.198
C -0.215 -1.508 2.878
O -0.488 -0.562 2.065
C 0.721 -2.504 2.678
C 1.590 -2.542 1.548
C 2.806 -3.432 1.599
N 1.345 -1.803 0.511
N 2.337 -1.765 -0.467
C 2.051 -0.795 -1.281
O 1.014 -0.026 -1.209
C 3.043 -0.477 -2.358
C 2.807 0.602 -3.204
C 3.717 0.924 -4.202
C 4.870 0.169 -4.366
C 5.110 -0.911 -3.524
C 4.203 -1.232 -2.526
H -0.456 -0.739 4.863
H -0.994 -2.420 4.689
H -1.967 -1.082 4.019
H 0.880 -3.225 3.470
H 2.906 -3.889 2.583
H 3.704 -2.863 1.361
H 2.722 -4.216 0.843
H 1.904 1.181 -3.056
H 3.522 1.769 -4.852
H 5.580 0.420 -5.146
H 6.008 -1.506 -3.646
H 4.370 -2.067 -1.859
N -1.595 0.722 -0.172
C -2.486 1.740 -0.438
C -3.892 1.426 -0.286
C -4.941 2.082 -0.978
C -6.265 1.695 -0.848
C -6.632 0.629 -0.032
C -5.614 -0.054 0.636
C -4.293 0.326 0.515
C -1.961 2.997 -0.865
C -0.581 3.114 -1.213
C -0.025 4.306 -1.628
C -0.777 5.480 -1.720
C -2.117 5.405 -1.341
C -2.693 4.220 -0.925
H -4.702 2.873 -1.675
H -7.023 2.226 -1.417
H -7.668 0.325 0.061
H -5.855 -0.913 1.253
H -3.521 -0.240 1.021
H 0.039 2.229 -1.144
H 1.030 4.322 -1.889
H -0.333 6.413 -2.049
H -2.730 6.304 -1.353
H -3.720 4.240 -0.590
C -1.441 0.611 -3.564
C -2.318 -0.430 -2.938
C -3.669 -0.553 -3.249
C -4.376 -1.542 -2.591
N -3.847 -2.328 -1.659
C -2.560 -2.100 -1.377
S -1.807 -2.833 -0.002
N -1.754 -1.238 -2.047
H -1.450 0.522 -4.654
H -0.426 0.502 -3.189
H -1.798 1.607 -3.293
H -4.145 0.118 -3.952
H -5.431 -1.697 -2.803
*
```

=====

Entry from the OMol25 dataset: C30H27N6O4S4Ti as an isolated structure (wB97M-V/def2-TZVPD).

The HOMO energy (alpha / beta) comes out at -3.81 / -3.88 eV. For the total energy, the calculation gives -4231.345284 Ha. The frontier orbital gap (alpha / beta) comes out at 5.70 / 5.78 eV. The strongest force on any atom comes out at 0.0114 hartree/bohr. For the relative energy (zero: lowest compared OMol25 entry of this formula, charge and spin), the calculation gives 23.1 kcal/mol.

```
! RIJCOSX wB97M-V def2-TZVPD def2/J DEFGRID3
* xyz -1 1
Ti -0.086 0.212 0.672
O -3.164 -1.083 4.979
C -3.248 0.257 4.929
C -3.923 0.906 5.964
C -4.058 2.281 5.959
C -3.525 3.043 4.923
C -2.846 2.405 3.902
C -2.683 1.021 3.893
C -1.907 0.403 2.804
O -1.185 1.149 2.036
N -1.842 -0.904 2.721
N -0.876 -1.224 1.809
C -0.368 -2.460 1.799
C 0.908 -2.496 1.238
C 1.715 -3.653 1.078
C 3.014 -3.519 0.705
C 3.554 -2.221 0.530
C 2.724 -1.150 0.622
N 1.387 -1.252 0.883
H -2.670 -1.377 4.170
H -4.340 0.300 6.758
H -4.593 2.764 6.768
H -3.650 4.118 4.911
H -2.436 2.959 3.067
H -0.866 -3.296 2.269
H 1.270 -4.623 1.257
H 3.638 -4.388 0.545
H 4.588 -2.078 0.259
H 3.090 -0.144 0.469
C 1.288 3.800 2.633
C 1.000 2.977 1.411
O 1.250 1.766 1.373
N 0.483 3.613 0.355
C 0.046 2.914 -0.852
C 1.137 2.217 -1.610
C 1.872 2.850 -2.591
C 2.842 2.127 -3.274
C 3.026 0.798 -2.955
C 2.238 0.234 -1.956
N 1.319 0.923 -1.276
H 1.476 3.131 3.467
H 0.441 4.444 2.868
H 2.167 4.423 2.464
H 0.129 4.544 0.498
H -0.487 3.648 -1.450
H -0.698 2.149 -0.621
H 1.673 3.889 -2.820
H 3.432 2.594 -4.053
H 3.759 0.175 -3.450
H 2.350 -0.817 -1.726
S -3.188 2.413 -0.068
C -2.854 0.929 -0.808
N -1.833 0.083 -0.634
C -1.935 -1.041 -1.467
C -0.993 -2.059 -1.577
C -1.237 -3.120 -2.430
C -2.406 -3.176 -3.186
C -3.337 -2.155 -3.111
C -3.088 -1.091 -2.256
S -4.029 0.337 -1.970
H -0.054 -2.024 -1.039
H -0.489 -3.895 -2.528
H -2.574 -4.011 -3.853
H -4.238 -2.176 -3.712
C 2.616 -1.945 -5.978
O 3.712 -1.918 -5.075
C 3.546 -2.403 -3.810
S 4.937 -2.280 -2.868
S 2.036 -2.977 -3.339
H 3.005 -1.533 -6.908
H 1.784 -1.344 -5.607
H 2.256 -2.963 -6.130
*
```

=====

Entry from the OMol25 dataset: C30H28CdN6O2S3 as an isolated structure at a distorted geometry (wB97M-V/def2-TZVPD).

The HOMO energy comes out at -1.53 eV. For the total energy, the calculation gives -3001.397052 Ha. The frontier orbital gap comes out at 5.78 eV. The strongest force on any atom comes out at 0.0256 hartree/bohr. For the relative energy (zero: lowest compared OMol25 entry of this formula, charge and spin), the calculation gives 22.7 kcal/mol.

```
! RIJCOSX wB97M-V def2-TZVPD def2/J DEFGRID3
* xyz -2 1
Cd -0.283 -0.520 1.360
C -1.855 -2.096 -2.021
C -0.585 -1.322 -1.827
N 0.340 -1.871 -1.120
N 1.589 -1.394 -1.206
C 2.381 -1.127 -0.257
S 2.214 -1.101 1.438
S 4.018 -0.698 -0.913
C 3.526 0.683 -2.042
C 4.107 1.956 -1.536
C 5.408 2.315 -1.875
C 5.993 3.447 -1.340
C 5.274 4.246 -0.465
C 3.967 3.911 -0.143
C 3.384 2.773 -0.671
C -0.492 0.012 -2.422
C -0.803 0.238 -3.755
C -0.684 1.490 -4.331
C -0.317 2.568 -3.531
C -0.052 2.385 -2.199
C -0.077 1.102 -1.580
O 0.259 0.977 -0.358
H -1.727 -3.134 -1.723
H -2.166 -2.050 -3.064
H -2.636 -1.645 -1.413
H 2.437 0.698 -2.052
H 3.912 0.421 -3.028
H 5.969 1.683 -2.552
H 7.012 3.708 -1.602
H 5.736 5.121 -0.027
H 3.399 4.543 0.527
H 2.372 2.502 -0.404
H -1.104 -0.597 -4.385
H -0.879 1.636 -5.387
H -0.251 3.564 -3.965
H 0.212 3.228 -1.573
N 1.706 0.690 5.136
C 0.618 0.418 4.308
S -0.056 -1.133 4.439
N 0.164 1.430 3.624
N -0.762 1.170 2.671
C -1.511 2.144 2.282
C -2.455 2.106 1.200
C -3.029 3.316 0.793
C -3.875 3.413 -0.292
C -4.181 2.259 -1.007
C -3.682 1.048 -0.604
C -2.807 0.896 0.505
O -2.434 -0.280 0.849
H 2.255 -0.140 5.311
H 2.265 1.458 4.793
H -1.409 3.105 2.807
H -2.771 4.215 1.346
H -4.281 4.372 -0.591
H -4.807 2.314 -1.893
H -3.941 0.154 -1.159
C -2.607 -6.855 2.112
C -1.960 -5.508 1.975
C -0.735 -5.210 2.557
C -0.191 -3.944 2.387
N -0.789 -2.999 1.686
C -1.966 -3.267 1.142
C -2.585 -4.499 1.254
H -2.081 -7.469 2.840
H -2.604 -7.371 1.151
H -3.644 -6.741 2.426
H -0.214 -5.951 3.146
H 0.752 -3.675 2.844
H -2.430 -2.450 0.615
H -3.548 -4.668 0.790
*
```

=====

Entry from the OMol25 dataset: C30H28Cl3IrN2O2S2 as an isolated structure (wB97M-V/def2-TZVPD).

The HOMO energy (alpha / beta) comes out at -10.62 / -10.66 eV. For the total energy, the calculation gives -3700.996767 Ha. The frontier orbital gap (alpha / beta) comes out at 7.13 / 6.30 eV. The strongest force on any atom comes out at 0.0146 hartree/bohr. For the relative energy (zero: lowest compared OMol25 entry of this formula, charge and spin), the calculation gives 34.2 kcal/mol.

```
! RIJCOSX wB97M-V def2-TZVPD def2/J DEFGRID3
* xyz 1 2
Ir 1.009 1.817 0.233
C 2.300 -0.244 1.578
C 1.882 0.651 2.595
C 2.422 1.920 2.325
C 3.063 1.871 1.005
C 2.909 0.539 0.526
C 3.628 -0.062 -0.636
C 4.000 2.898 0.447
C 2.482 3.035 3.317
C 1.106 0.260 3.807
C 2.207 -1.720 1.591
H 4.569 -0.495 -0.284
H 3.865 0.672 -1.401
H 3.042 -0.858 -1.095
H 5.030 2.619 0.682
H 3.821 3.887 0.863
H 3.920 2.970 -0.638
H 3.023 2.698 4.205
H 1.490 3.352 3.638
H 3.005 3.905 2.927
H 1.681 -0.430 4.428
H 0.183 -0.248 3.518
H 0.845 1.124 4.414
H 1.709 -2.092 0.697
H 1.673 -2.084 2.467
H 3.214 -2.150 1.601
Cl -3.008 7.925 0.639
C -2.371 6.333 0.424
C -1.032 6.092 0.666
C -0.552 4.810 0.480
Cl 1.127 4.482 0.872
C -1.341 3.737 0.057
O -0.873 2.526 -0.204
C -2.693 4.036 -0.154
Cl -3.750 2.752 -0.655
C -3.210 5.304 0.020
H -0.376 6.884 0.997
H -4.259 5.489 -0.160
S 1.404 1.849 -2.024
C 0.061 1.200 -2.910
N -1.193 1.159 -2.421
C -2.199 0.606 -3.114
C -1.961 0.111 -4.366
C -0.656 0.248 -4.847
N 0.331 0.766 -4.137
H -1.357 1.601 -1.491
H -3.163 0.597 -2.627
H -2.745 -0.338 -4.955
H -0.398 -0.082 -5.847
C -2.364 -8.738 -1.004
C -1.948 -7.294 -0.929
O -0.897 -6.861 -1.303
S -3.233 -6.260 -0.192
C -2.403 -4.698 -0.137
C -2.211 -4.076 1.091
C -1.587 -2.841 1.155
C -1.132 -2.222 -0.009
C -1.326 -2.857 -1.239
C -1.966 -4.080 -1.304
C -0.454 -0.958 0.049
C 0.127 0.100 0.099
H -1.635 -9.289 -1.592
H -3.355 -8.827 -1.447
H -2.409 -9.152 0.004
H -2.548 -4.563 1.996
H -1.447 -2.352 2.110
H -0.960 -2.388 -2.144
H -2.115 -4.567 -2.257
*
```

=====

> Which formula does entry 2 have?

C30H27N6O4S4Ti